Formula: C4H5N3O
Source: the OMol25 dataset
Level of theory: the ωB97M-V functional and the def2-TZVPD basis

## Properties
energy relative to the best compared isomer or geometry (same formula, charge and spin) = 5.4238 eV
gap between HOMO and LUMO = 11.06 eV

```
13
Properties=species:S:1:pos:R:3:forces:R:3:mulliken_charge:R:1
C 1.369393 0.803543 0.045964 0.03 0.51 -1.05 -0.225
N 2.652664 0.629820 0.004595 -0.13 -0.34 1.04 -0.321
O 2.837100 -0.709430 -0.015770 0.69 -0.39 -0.71 -0.037
N 1.668946 -1.408594 -0.197804 0.19 1.58 0.56 -0.372
C 0.763143 -0.469910 -0.151468 -0.69 -1.25 -0.32 0.665
N -0.580209 -0.843439 -0.373602 0.96 -0.22 0.40 -0.369
C -1.502255 -0.399461 0.635914 -2.43 -1.68 4.52 -0.214
C -1.460007 0.292226 -0.598411 -0.98 -0.68 -1.79 -0.285
H 0.951395 1.815451 0.011715 0.26 -0.61 0.21 0.379
H -2.314165 -1.225027 0.929631 1.71 2.14 -0.88 0.231
H -1.252073 0.269275 1.525251 0.35 -1.42 -1.01 0.228
H -0.853350 1.145964 -0.528145 -0.52 1.72 -0.64 0.079
H -2.280584 0.099585 -1.287866 0.56 0.63 -0.33 0.240
```
Forces are in eV/Å.

---

Formula: C4H5N3O
Source: the OMol25 dataset
Level of theory: the ωB97M-V functional and the def2-TZVPD basis

## Properties
energy relative to the best compared isomer or geometry (same formula, charge and spin) = 5.8850 eV
gap between HOMO and LUMO = 10.11 eV

```
13
Properties=species:S:1:pos:R:3:forces:R:3:mulliken_charge:R:1
H -0.081454 -1.154355 -2.756874 0.99 -0.21 -0.39 0.267
N -0.738403 -0.630510 -2.228645 -1.65 0.14 1.79 -0.714
C -0.452262 -0.550894 -0.997813 1.75 1.04 -0.05 0.415
N -1.316773 -0.033452 0.047429 -0.13 -0.88 -1.69 0.155
N -1.059967 0.491154 1.245610 0.99 1.38 1.58 -0.676
C 0.127073 0.865214 1.549624 0.99 0.16 1.62 -0.266
C 1.057995 0.612192 0.405079 -1.27 1.54 0.74 0.172
O 2.164760 -0.121264 0.020960 -0.16 -1.37 -0.42 -0.436
C 0.819488 -0.703953 -0.132540 -0.83 -1.21 -0.01 -0.119
H -2.295014 -0.120699 0.039422 -1.18 -0.60 -1.14 0.264
H 0.310214 1.443079 2.512336 -0.36 -1.01 -1.39 0.355
H 0.886735 1.447783 -0.273368 0.04 0.01 -0.42 0.290
H 0.577607 -1.544296 0.568781 0.83 1.00 -0.21 0.292
```
Forces are in eV/Å.

---

Formula: C4H5N3O
Source: the OMol25 dataset
Level of theory: the ωB97M-V functional and the def2-TZVPD basis

## Properties
energy relative to the best compared isomer or geometry (same formula, charge and spin) = 4.9879 eV
gap between HOMO and LUMO = 9.58 eV

```
13
Properties=species:S:1:pos:R:3:forces:R:3:mulliken_charge:R:1
C 2.319913 -0.629602 0.234710 -2.44 2.27 -0.75 -0.512
C 0.167233 0.543640 -0.401248 4.58 4.23 2.99 0.736
C -1.667107 -0.328475 -0.163212 -5.55 -0.50 1.23 0.292
C -0.911439 1.801179 0.060624 0.55 -0.57 -1.88 -0.022
H 2.366251 -1.194524 -0.701554 0.19 -0.20 0.49 0.264
H 1.521739 -1.090668 0.953886 2.38 0.58 -0.86 0.300
H 3.332772 -0.160076 0.494357 -1.82 -1.08 0.22 0.220
H -2.750760 -2.189058 -0.166999 1.06 4.05 1.34 0.285
H -0.797860 3.017354 0.194411 0.02 -3.56 -0.39 0.280
N -0.344281 -0.577618 -0.443983 -2.31 -1.86 -0.61 -0.522
N -2.729212 -1.044314 0.131813 2.06 -2.20 -2.49 -0.524
N -2.016651 1.171709 0.019703 1.49 -0.59 0.78 -0.377
O 1.509407 0.680456 -0.212514 -0.24 -0.58 -0.07 -0.419
```
Forces are in eV/Å.

---

Formula: C4H5N3O
Source: the OMol25 dataset
Level of theory: the ωB97M-V functional and the def2-TZVPD basis

## Properties
energy relative to the best compared isomer or geometry (same formula, charge and spin) = 3.3594 eV
gap between HOMO and LUMO = 9.42 eV

```
13
Properties=species:S:1:pos:R:3:forces:R:3:mulliken_charge:R:1
O -0.908340 0.607542 -2.614642 -0.67 0.17 -1.65 -0.501
C -0.169895 0.999870 -1.778465 1.90 -0.07 1.80 0.143
N -0.351916 0.600984 -0.466827 -0.37 0.00 1.62 0.186
C -1.175875 -0.458238 0.011601 0.76 -1.57 -0.26 -0.441
C -0.563045 -1.462117 0.665003 2.66 0.15 -0.07 -0.158
N 0.924878 -1.439943 0.978634 -2.17 2.75 -0.28 -0.543
C 1.308925 -0.167435 1.001884 0.29 -3.11 1.25 0.043
N 0.609274 0.863874 0.489204 1.12 1.93 0.61 -0.326
H 0.795636 1.638459 -1.837925 -1.43 -0.57 -0.32 0.301
H -2.175367 -0.597024 -0.314828 -0.81 0.56 -0.18 0.359
H -1.038795 -2.368406 1.046779 -0.02 0.53 -0.25 0.385
H 2.176727 0.122518 1.658386 -0.62 -0.30 -1.04 0.337
H 0.567792 1.659916 1.161195 -0.63 -0.45 -1.25 0.215
```
Forces are in eV/Å.

---

Formula: C4H5N3O
Source: the OMol25 dataset
Level of theory: the ωB97M-V functional and the def2-TZVPD basis

## Properties
energy relative to the best compared isomer or geometry (same formula, charge and spin) = 2.7669 eV
gap between HOMO and LUMO = 8.93 eV

```
13
Properties=species:S:1:pos:R:3:forces:R:3:mulliken_charge:R:1
H -3.889839 -0.467247 -0.067144 0.29 -0.20 -0.02 0.231
N -2.959310 -0.033365 0.018894 0.79 -0.27 -0.05 -0.448
N -2.107271 -0.940182 -0.089377 1.75 0.33 0.23 -0.225
C -0.698442 -0.485655 -0.010384 -3.29 1.04 -0.18 -0.474
N 0.360591 -1.341695 0.036813 -0.08 -0.30 -0.01 0.041
C 1.504875 -0.621779 0.045822 0.25 0.02 -0.04 -0.626
C 1.196182 0.717201 -0.013469 0.09 -0.06 0.03 -0.588
C -0.204443 0.816599 -0.045604 0.01 -0.74 0.02 1.331
O -0.956988 1.931681 -0.115036 -0.15 0.32 -0.03 -0.520
H 0.282333 -2.342023 0.090819 -0.01 0.05 -0.01 0.217
H 2.465394 -1.095088 0.090531 0.12 -0.12 0.02 0.389
H 1.887654 1.537216 -0.028680 0.21 0.09 0.01 0.350
H -0.388397 2.701926 -0.232487 0.02 -0.16 0.03 0.323
```
Forces are in eV/Å.

---

Formula: C4H5N3O
Source: the OMol25 dataset
Level of theory: the ωB97M-V functional and the def2-TZVPD basis

## Properties
energy relative to the best compared isomer or geometry (same formula, charge and spin) = 1.3663 eV
gap between HOMO and LUMO = 8.77 eV

```
13
Properties=species:S:1:pos:R:3:forces:R:3:mulliken_charge:R:1
N 1.764361 0.636954 -0.812114 -1.60 2.62 -0.09 -0.474
C 0.475566 0.608407 -0.230956 0.92 1.98 -2.24 0.434
N -0.229352 1.722744 -0.081414 1.45 -1.02 0.16 -0.644
C -1.414747 1.263074 0.397853 -2.52 1.38 1.27 -0.243
C -1.468600 -0.069841 0.541175 -0.18 -0.24 -0.97 -0.350
N -0.282491 -0.507110 -0.081380 1.74 -2.15 1.34 0.092
C 0.264829 -1.869290 -0.024977 -2.55 1.82 1.25 0.157
O -0.476304 -2.708100 0.416224 1.38 -0.22 -0.72 -0.462
H 2.090792 1.648679 -0.872446 -0.43 -2.20 0.21 0.279
H 2.435301 -0.042124 -0.578734 0.81 -0.56 0.48 0.199
H -2.261258 1.951775 0.687266 1.31 -0.76 -0.38 0.328
H -2.225142 -0.704920 0.950238 0.01 -0.33 -0.16 0.415
H 1.327045 -1.930247 -0.310735 -0.34 -0.32 -0.15 0.270
```
Forces are in eV/Å.

---

Formula: C4H5N3O2
Source: the OMol25 dataset
Level of theory: the ωB97M-V functional and the def2-TZVPD basis

## Properties
energy relative to the best compared isomer or geometry (same formula, charge and spin) = 7.1256 eV
gap between HOMO and LUMO (alpha / beta) = 8.89 / 8.89 eV

```
14
Properties=species:S:1:pos:R:3:forces:R:3:mulliken_charge:R:1
C 1.572558 0.659859 0.446733 1.41 2.68 1.54 -0.802
N 1.246817 -0.669032 0.554872 2.61 -0.58 0.71 -0.308
C 0.177310 -1.183415 0.449346 -4.07 -0.70 -0.28 0.021
O -1.018471 -0.393333 0.146190 -0.96 -0.95 -0.13 -0.290
N -2.299879 -1.102203 -0.097488 -1.64 1.58 -0.67 0.676
O -2.438995 -2.298003 0.066928 1.22 0.55 -0.06 -0.580
C -3.331774 -0.291196 -0.537886 2.09 -3.00 0.98 -0.378
C -3.287437 1.088022 -0.400532 -0.06 1.15 -0.19 0.338
N -3.381523 2.232776 -0.301037 0.15 -0.19 0.00 -0.391
H 0.920257 1.364289 1.009312 -0.10 -0.44 -0.76 0.287
H 1.706047 0.913400 -0.574203 -0.24 0.63 -1.06 0.324
H 2.564230 0.827684 0.907572 -0.28 -0.17 -0.23 0.278
H 0.033505 -2.201281 0.671146 -0.80 -1.22 -0.17 0.458
H -4.221430 -0.881128 -0.820761 0.67 0.66 0.33 0.365
```
Forces are in eV/Å.

---

Formula: C4H5N3O2
Source: the OMol25 dataset
Level of theory: the ωB97M-V functional and the def2-TZVPD basis

## Properties
energy relative to the best compared isomer or geometry (same formula, charge and spin) = 7.6714 eV
gap between HOMO and LUMO = 9.17 eV

```
14
Properties=species:S:1:pos:R:3:forces:R:3:mulliken_charge:R:1
C 0.718524 -0.380364 1.937497 -0.21 0.87 -0.48 0.646
C -0.914790 0.615416 0.005764 0.48 0.11 2.50 0.670
C -0.697007 0.845809 -1.382684 1.00 1.42 -4.40 -0.966
C 1.089384 -0.407073 0.584480 -0.82 -0.31 -1.23 -0.826
N 0.156735 0.023194 2.873979 0.48 -0.52 0.18 -0.688
N -1.561614 0.875468 0.991185 1.00 0.34 -1.48 -0.460
N 0.891277 -1.653912 -0.215884 0.12 1.60 0.61 0.969
O 1.271578 -1.571808 -1.363522 0.61 0.19 -0.94 -0.588
O 0.288570 -2.601007 0.214248 -0.33 -0.42 0.97 -0.585
H -0.214372 0.117308 -2.110406 -0.44 0.08 1.86 0.288
H -0.069999 1.787041 -1.640226 -0.65 -1.32 1.38 0.274
H -1.588145 1.135155 -1.952566 -0.53 -0.25 0.67 0.380
H 1.790492 0.298540 0.081862 -0.48 -0.91 0.90 0.486
H -1.160633 0.916232 1.976272 -0.22 -0.88 -0.54 0.400
```
Forces are in eV/Å.

---

Formula: C4H5N3O2
Source: the OMol25 dataset
Level of theory: the ωB97M-V functional and the def2-TZVPD basis

## Properties
energy relative to the best compared isomer or geometry (same formula, charge and spin) = 1.7919 eV
gap between HOMO and LUMO = 9.35 eV

```
14
Properties=species:S:1:pos:R:3:forces:R:3:mulliken_charge:R:1
N 1.794958 0.866008 0.714369 1.22 2.43 -0.09 -0.415
C 0.627231 1.598913 0.897569 2.49 -2.86 -0.98 0.500
O 0.535093 2.770159 0.989993 -0.31 2.24 0.56 -0.559
N -0.408760 0.704039 0.843033 -0.88 2.54 1.70 -0.196
C -0.497895 -0.227392 -0.115624 -0.04 -1.61 -1.33 0.301
C 0.195769 -0.824294 -1.150061 -0.88 1.01 0.31 -0.116
N -0.677000 -1.803185 -1.683035 0.65 0.00 0.63 -0.539
C -1.690979 -1.775000 -0.905276 -1.59 -1.73 -0.67 -0.088
O -1.694803 -0.837756 0.038713 0.34 -0.23 0.00 -0.395
H 2.684127 1.392179 0.737036 -1.01 -0.66 0.09 0.229
H 1.800068 -0.083840 0.988604 0.13 -0.75 0.22 0.246
H -1.263499 1.211118 1.067611 -0.10 -0.57 -0.23 0.263
H 1.148843 -0.527041 -1.611057 -0.76 -0.38 0.44 0.424
H -2.553154 -2.463908 -0.811874 0.72 0.56 -0.65 0.345
```
Forces are in eV/Å.

---

Formula: C4H5N3O2
Source: the OMol25 dataset
Level of theory: the ωB97M-V functional and the def2-TZVPD basis

## Properties
energy relative to the best compared isomer or geometry (same formula, charge and spin) = 4.6586 eV
gap between HOMO and LUMO = 8.99 eV

```
14
Properties=species:S:1:pos:R:3:forces:R:3:mulliken_charge:R:1
N -1.959868 -1.056457 0.160849 -6.27 -3.06 -4.35 -0.534
C -0.806303 -0.424112 0.005492 2.56 1.01 -1.16 0.215
N 0.381136 -0.967034 -0.103234 -1.07 1.31 0.73 -0.683
C 1.297453 0.113992 0.027567 1.88 -0.60 -0.83 0.459
N 2.591000 -0.036494 0.067116 -1.45 1.44 0.57 -0.423
O 3.007432 -1.315583 0.089263 -0.82 -0.47 -0.76 -0.298
C 0.640492 1.447587 -0.005441 0.83 2.46 0.37 0.400
O 1.153678 2.570504 -0.042944 -1.12 -2.58 -0.06 -0.574
C -0.844028 1.135595 0.098390 0.38 -1.84 2.96 -0.336
H -2.766053 -0.503868 -0.379538 2.18 -0.93 2.14 0.327
H -2.238812 -2.092057 -0.365592 2.27 3.36 2.33 0.350
H 2.195663 -1.777297 -0.219533 0.52 -0.78 0.43 0.446
H -1.165285 1.223137 1.232976 0.51 0.60 -2.18 0.219
H -1.486508 1.682089 -0.565365 -0.38 0.08 -0.20 0.432
```
Forces are in eV/Å.

---

> The highest energy relative to the best compared isomer or geometry (same formula, charge and spin) belongs to which entry?

number 8